No. 1
{
  "formula": "C3H5NO2S",
  "method": "wB97M-V/def2-TZVPD",
  "orbital_gap_ev": 8.6,
  "spin_multiplicity": 1,
  "smiles": "OC1=N[C@@H](S)CO1",
  "relative_energy_kcal_mol": 71.6,
  "homo_ha": -0.2967,
  "lumo_ev": 0.5,
  "elements": ["O", "C", "N", "C", "S", "C", "O", "H", "H", "H", "H", "H"],
  "xyz": [[-2.921, -1.135, 0.030], [-1.796, -0.467, -0.094], [-0.546, -0.775, 0.895], [0.461, 0.028, 0.338], [1.799, -1.072, -0.450], [-0.176, 0.853, -0.852], [-1.595, 0.492, -0.924], [-2.872, -1.801, 0.790], [1.032, 0.574, 1.059], [2.336, -0.939, 0.825], [-0.273, 1.923, -0.880], [0.248, 0.444, -1.833]],
  "forces_ev_per_a": [[0.2, 0.0, 0.3], [5.9, -2.4, 6.0], [-6.4, 1.0, -3.7], [-0.8, -0.1, -2.2], [0.5, 0.8, 1.9], [0.4, -1.3, -1.5], [-1.0, -0.8, -0.2], [0.5, 1.4, -1.4], [0.0, 0.7, 0.4], [0.3, -0.8, -1.4], [0.9, 0.5, 0.4], [-0.5, 1.0, 1.3]]
}



No. 2
{
  "formula": "C51H43BrF4InN4O4P2Si",
  "method": "wB97M-V/def2-TZVPD",
  "orbital_gap_ev": 7.5,
  "spin_multiplicity": 1,
  "charge": 1,
  "relative_energy_kcal_mol": 56.9,
  "homo_ha": -0.3824,
  "lumo_ev": -2.9,
  "elements": ["In", "F", "C", "C", "F", "C", "F", "C", "P", "C", "C", "C", "C", "C", "C", "C", "C", "C", "C", "C", "C", "C", "Br", "C", "F", "H", "H", "H", "H", "H", "H", "H", "H", "H", "H", "N", "P", "C", "C", "C", "C", "C", "C", "C", "C", "C", "C", "C", "C", "C", "C", "C", "C", "C", "N", "H", "H", "H", "H", "H", "H", "H", "H", "H", "H", "H", "H", "H", "H", "H", "C", "Si", "C", "C", "N", "C", "C", "C", "C", "C", "C", "H", "H", "H", "H", "H", "H", "H", "H", "H", "H", "H", "H", "H", "H", "O", "C", "O", "C", "C", "C", "C", "C", "C", "N", "O", "O", "H", "H", "H", "H"],
  "xyz": [[-0.175, -0.306, 0.366], [-2.418, 7.709, 1.944], [-2.158, 6.535, 1.399], [-2.923, 6.067, 0.352], [-3.918, 6.799, -0.127], [-2.631, 4.835, -0.207], [-3.370, 4.483, -1.262], [-1.612, 4.011, 0.256], [-1.433, 2.302, -0.444], [-3.161, 1.742, -0.625], [-3.631, 0.954, 0.426], [-4.893, 0.386, 0.392], [-5.705, 0.587, -0.716], [-5.254, 1.375, -1.764], [-3.995, 1.957, -1.719], [-0.650, 2.637, -2.053], [-1.105, 2.183, -3.286], [-0.364, 2.438, -4.434], [0.831, 3.137, -4.363], [1.300, 3.577, -3.130], [0.567, 3.325, -1.983], [-0.814, 4.543, 1.279], [0.747, 3.697, 1.882], [-1.091, 5.773, 1.845], [-0.333, 6.269, 2.818], [-3.006, 0.787, 1.299], [-5.234, -0.217, 1.224], [-6.689, 0.137, -0.758], [-5.887, 1.548, -2.625], [-3.684, 2.587, -2.538], [-1.993, 1.575, -3.359], [-0.727, 2.078, -5.388], [1.399, 3.337, -5.262], [2.234, 4.120, -3.063], [0.943, 3.673, -1.026], [0.951, -2.978, -1.020], [1.438, -2.519, 0.556], [3.243, -2.745, 0.497], [4.020, -1.777, -0.139], [5.386, -1.961, -0.284], [5.990, -3.105, 0.218], [5.222, -4.078, 0.842], [3.853, -3.903, 0.979], [0.835, -3.816, 1.647], [-0.154, -4.711, 1.253], [-0.667, -5.628, 2.163], [-0.202, -5.641, 3.468], [0.780, -4.742, 3.867], [1.299, -3.830, 2.964], [0.992, -1.991, -2.002], [0.977, -2.333, -3.356], [1.085, -1.328, -4.290], [1.182, -0.003, -3.873], [1.121, 0.253, -2.526], [1.034, -0.715, -1.596], [1.094, -3.924, -1.342], [3.554, -0.887, -0.541], [5.980, -1.206, -0.782], [7.059, -3.240, 0.120], [5.688, -4.978, 1.220], [3.266, -4.677, 1.455], [-0.538, -4.693, 0.239], [-1.436, -6.322, 1.850], [-0.606, -6.351, 4.178], [1.146, -4.755, 4.886], [2.064, -3.130, 3.279], [0.894, -3.372, -3.647], [1.087, -1.572, -5.345], [1.262, 0.812, -4.577], [1.132, 1.271, -2.154], [-0.356, -0.528, 5.224], [-0.890, -0.019, 3.511], [-2.069, -1.313, 2.861], [-1.768, 1.625, 3.680], [0.369, 0.168, 2.295], [1.764, 0.194, 2.369], [2.492, -0.184, 3.509], [3.872, -0.066, 3.553], [4.588, 0.422, 2.468], [3.895, 0.776, 1.324], [2.515, 0.651, 1.275], [-1.265, -0.574, 5.832], [0.310, 0.199, 5.691], [0.109, -1.514, 5.258], [-2.985, -1.333, 3.458], [-1.629, -2.312, 2.898], [-2.406, -1.141, 1.829], [-2.752, 1.510, 4.143], [-1.904, 2.134, 2.722], [-1.178, 2.293, 4.313], [1.971, -0.565, 4.372], [4.394, -0.358, 4.456], [5.664, 0.519, 2.513], [4.425, 1.158, 0.460], [2.008, 0.970, 0.361], [-2.121, -0.583, -3.282], [-2.057, -1.048, -2.164], [-1.458, -0.387, -1.195], [-2.666, -2.394, -1.883], [-3.118, -3.127, -2.982], [-3.689, -4.378, -2.817], [-3.837, -4.913, -1.545], [-3.415, -4.155, -0.470], [-2.821, -2.914, -0.611], [-3.624, -4.680, 0.891], [-3.828, -5.871, 1.016], [-3.567, -3.882, 1.809], [-3.004, -2.692, -3.965], [-4.033, -4.936, -3.677], [-4.289, -5.879, -1.377], [-2.527, -2.371, 0.275]],
  "forces_ev_per_a": [[0.6, 0.3, -0.1], [0.0, 0.1, 0.0], [0.0, -0.1, 0.0], [0.0, 0.0, 0.0], [-0.1, 0.0, 0.0], [0.0, 0.0, -0.1], [0.0, 0.1, 0.1], [0.0, 0.0, 0.0], [0.1, 0.1, 0.2], [-0.1, 0.0, 0.0], [0.0, 0.1, 0.1], [0.0, 0.0, 0.0], [0.0, 0.0, 0.0], [0.0, 0.0, 0.0], [0.0, -0.1, -0.1], [-0.3, 0.5, 0.0], [-0.1, 0.1, 0.0], [-0.2, 0.4, 0.1], [-0.2, 0.2, 0.0], [0.0, 0.1, 0.0], [-0.2, 0.5, 0.0], [0.0, -0.1, -0.1], [0.1, -0.3, 0.0], [0.0, 0.0, 0.0], [0.0, 0.0, 0.0], [0.0, 0.1, -0.1], [0.0, 0.0, 0.0], [0.0, 0.0, 0.0], [0.0, 0.0, 0.0], [0.0, -0.1, 0.0], [0.1, 0.1, 0.0], [0.0, 0.0, 0.0], [0.0, 0.0, 0.0], [0.0, 0.0, 0.0], [0.0, 0.0, 0.0], [-0.3, 0.1, 0.2], [0.1, -0.2, -0.1], [0.0, 0.0, 0.1], [-0.1, -0.1, -0.2], [0.0, 0.0, 0.0], [0.0, 0.0, 0.0], [0.0, 0.0, 0.0], [0.0, 0.0, 0.0], [-0.2, 0.0, -0.1], [0.0, -0.1, 0.0], [0.0, 0.0, 0.0], [0.0, 0.0, 0.0], [0.0, 0.0, 0.0], [-0.1, 0.1, 0.0], [0.0, -0.2, -0.2], [0.1, 0.0, 0.2], [0.0, 0.1, 0.0], [0.2, -0.5, -0.2], [0.3, -0.1, 0.0], [0.4, 0.0, -0.3], [0.1, 0.0, -0.1], [0.0, -0.1, 0.0], [0.0, 0.0, 0.0], [0.0, 0.0, 0.0], [0.0, 0.0, 0.0], [0.0, 0.0, 0.0], [0.0, 0.0, 0.0], [0.0, 0.0, 0.0], [0.0, 0.0, 0.0], [0.0, 0.0, 0.0], [0.0, 0.0, 0.0], [0.0, 0.0, 0.0], [0.0, 0.0, 0.0], [0.2, -0.4, 0.2], [0.3, -0.5, -0.1], [0.0, -0.1, 0.0], [0.1, 0.4, 0.1], [0.0, 0.0, -0.2], [0.0, 0.1, 0.0], [-0.1, -0.4, 0.0], [0.1, 0.4, 0.1], [-0.1, -0.1, -0.1], [0.0, 0.0, 0.0], [0.0, 0.0, 0.0], [0.0, 0.1, 0.2], [-0.1, 0.2, 0.1], [0.0, 0.0, 0.0], [0.0, 0.0, 0.0], [0.0, 0.0, 0.0], [0.0, 0.0, 0.0], [0.0, -0.1, 0.0], [0.0, 0.0, 0.1], [0.0, 0.0, 0.0], [0.0, 0.0, 0.0], [0.0, 0.0, 0.0], [-0.1, 0.0, 0.1], [0.0, 0.0, 0.0], [0.0, 0.0, 0.0], [0.0, 0.0, 0.0], [0.0, 0.1, 0.1], [-0.1, -0.2, 0.0], [0.2, 0.2, 0.0], [-1.0, -0.6, 0.1], [0.0, -0.1, -0.1], [0.1, 0.0, 0.0], [0.0, 0.0, 0.0], [0.0, 0.0, 0.0], [0.0, -0.1, 0.0], [-0.1, 0.1, 0.1], [0.1, 0.1, 0.1], [0.0, 0.1, 0.0], [0.0, -0.2, -0.1], [0.0, 0.0, 0.0], [0.0, 0.0, 0.0], [0.0, 0.0, 0.0], [0.0, 0.0, 0.0]]
}



No. 3
{
  "formula": "C19H45ClMnO2P2",
  "method": "wB97M-V/def2-TZVPD",
  "orbital_gap_ev": [5.3, 6.9],
  "spin_multiplicity": 5,
  "charge": -1,
  "homo_ha": [-0.0906, -0.1477],
  "lumo_ev": [2.9, 2.9],
  "elements": ["Mn", "P", "C", "C", "C", "C", "H", "C", "H", "H", "H", "H", "H", "H", "H", "C", "C", "H", "H", "H", "H", "H", "H", "C", "H", "C", "H", "H", "H", "H", "H", "H", "Cl", "H", "H", "P", "C", "C", "C", "C", "H", "C", "H", "H", "H", "H", "H", "H", "H", "C", "C", "H", "H", "H", "H", "H", "H", "C", "H", "C", "H", "H", "H", "H", "H", "H", "O", "C", "O", "H"],
  "xyz": [[-0.050, 0.108, 0.233], [1.772, 0.962, 1.419], [1.588, 2.790, 1.777], [2.117, 0.169, 3.068], [3.290, 0.880, 0.329], [0.145, 3.248, 2.002], [1.949, 3.218, 0.825], [2.482, 3.255, 2.924], [2.023, 3.039, 3.895], [2.574, 4.341, 2.839], [3.494, 2.840, 2.904], [-0.384, 3.385, 1.056], [0.167, 4.213, 2.520], [-0.433, 2.550, 2.618], [2.954, 1.529, -0.498], [3.592, -0.495, -0.259], [4.546, 1.452, 0.974], [4.519, 2.541, 1.012], [5.396, 1.161, 0.351], [4.718, 1.040, 1.975], [2.739, -1.164, -0.209], [4.404, -1.015, 0.261], [3.834, -0.387, -1.324], [0.865, 0.210, 3.947], [2.877, 0.838, 3.499], [2.715, -1.233, 2.971], [0.609, 1.223, 4.272], [1.054, -0.398, 4.835], [0.006, -0.242, 3.427], [2.171, -1.876, 2.269], [2.651, -1.691, 3.963], [3.773, -1.206, 2.689], [-0.543, -1.751, 1.842], [-1.089, 1.257, 0.905], [1.061, -0.096, -1.045], [-1.892, -0.434, -1.484], [-1.374, -0.143, -3.271], [-2.630, -2.170, -1.471], [-3.218, 0.846, -1.169], [0.090, -0.451, -3.584], [-1.512, 0.950, -3.333], [-2.291, -0.849, -4.262], [-2.012, -1.902, -4.372], [-2.144, -0.362, -5.230], [-3.353, -0.772, -4.016], [0.764, 0.323, -3.208], [0.206, -0.495, -4.671], [0.414, -1.414, -3.177], [-2.645, 1.758, -1.418], [-3.640, 0.923, 0.307], [-4.411, 0.711, -2.108], [-4.165, 1.028, -3.126], [-5.197, 1.371, -1.729], [-4.812, -0.311, -2.122], [-2.981, 0.379, 0.997], [-4.665, 0.555, 0.430], [-3.620, 1.979, 0.601], [-1.606, -3.260, -1.754], [-3.298, -2.139, -2.341], [-3.416, -2.460, -0.204], [-1.275, -3.310, -2.804], [-1.931, -4.235, -1.365], [-0.729, -3.127, -1.140], [-2.816, -2.308, 0.703], [-3.693, -3.516, -0.252], [-4.336, -1.871, -0.162], [1.710, -2.930, 0.202], [1.179, -2.596, -0.865], [0.267, -1.618, -0.944], [1.445, -2.841, -1.924]],
  "forces_ev_per_a": [[-0.5, -0.9, -0.5], [-0.1, -0.3, -0.3], [0.4, -0.6, -0.2], [0.4, 0.7, -0.2], [0.0, 0.4, 0.5], [0.0, 0.3, 0.1], [0.0, 0.1, 0.3], [0.1, 0.4, 0.0], [0.1, -0.1, -0.1], [0.1, 0.1, 0.2], [-0.2, 0.0, 0.0], [0.0, -0.2, 0.3], [0.1, 0.1, 0.0], [0.2, 0.1, -0.3], [0.2, -0.1, 0.3], [-0.4, -0.3, -0.1], [0.3, 0.1, -0.3], [0.1, 0.0, 0.2], [0.1, 0.1, 0.1], [0.0, 0.1, -0.1], [0.2, 0.2, 0.1], [0.0, 0.2, -0.1], [0.2, -0.1, 0.2], [-0.2, 0.0, 0.0], [-0.1, -0.2, 0.2], [-0.1, -0.2, -0.2], [0.1, 0.0, -0.1], [0.0, 0.1, 0.1], [0.3, 0.3, 0.2], [0.1, 0.1, 0.1], [0.0, 0.0, -0.1], [-0.1, 0.0, -0.1], [-0.7, 0.0, 0.3], [0.0, 0.1, 0.0], [0.1, 1.8, 0.7], [1.1, 0.4, 0.8], [-0.5, 0.1, 0.8], [0.0, 0.7, -0.7], [0.3, -0.8, -0.8], [0.1, -0.1, -0.3], [-0.1, -0.2, -0.2], [0.1, 0.3, -0.5], [-0.1, 0.1, 0.1], [-0.1, -0.2, -0.2], [0.2, -0.1, 0.0], [-0.1, -0.2, 0.1], [0.0, 0.1, -0.1], [-0.2, 0.3, -0.1], [-0.2, -0.2, 0.1], [-0.1, 0.0, 0.1], [-0.3, 0.5, 0.2], [-0.1, -0.1, 0.1], [-0.2, 0.0, -0.2], [0.1, 0.2, 0.0], [-0.2, 0.2, -0.3], [0.0, 0.0, -0.1], [-0.1, -0.2, 0.2], [0.2, -0.8, 0.4], [-0.3, -0.2, 0.2], [-0.1, -0.1, 0.1], [-0.2, -0.1, 0.4], [-0.7, 0.0, -0.7], [-0.5, 0.0, -0.2], [-0.1, 0.1, -0.2], [-0.2, 0.0, 0.2], [0.1, 0.0, 0.1], [0.0, -0.7, -2.2], [-1.1, 3.1, 1.4], [2.4, -3.3, -0.4], [0.4, -1.0, 0.6]]
}



No. 4
{
  "formula": "C5H5N2",
  "method": "wB97M-V/def2-TZVPD",
  "orbital_gap_ev": [8.4, 7.9],
  "spin_multiplicity": 1,
  "smiles": "[H]/N=[N+]1/C#CC=CC1",
  "charge": 1,
  "relative_energy_kcal_mol": 147.5,
  "homo_ha": [-0.5707, -0.5176],
  "lumo_ev": [-7.1, -6.2],
  "elements": ["H", "N", "N", "C", "C", "C", "C", "C", "H", "H", "H", "H"],
  "xyz": [[-2.880, 1.515, -0.080], [-2.669, 0.490, 0.074], [-1.213, -0.034, -0.134], [-0.852, -1.318, -0.021], [0.250, -1.905, -0.053], [1.505, -1.312, -0.009], [1.291, 0.026, 0.010], [0.006, 0.751, 0.004], [2.500, -1.793, 0.087], [2.300, 0.497, -0.062], [-0.003, 1.375, 0.876], [-0.235, 1.710, -0.693]],
  "forces_ev_per_a": [[1.8, -0.6, -0.1], [3.1, -2.6, -0.5], [-3.7, 0.3, 1.5], [-0.6, 0.1, -0.4], [-2.2, 0.6, 0.0], [0.7, -1.0, 0.6], [2.6, 0.7, -1.2], [-0.6, 3.5, -1.9], [-0.9, 0.4, -0.3], [-1.3, 0.8, 0.3], [-0.3, -0.1, 1.4], [1.5, -2.2, 0.6]]
}



| no. | electronic energy (eV) |
| --- | --- |
| 1 | -19609.4074 |
| 2 | -180271.1928 |
| 3 | -86947.2554 |
| 4 | -8230.0485 |